The following is a quantum chemistry calculation of 9 unconnected molecules or ions with the total composition C56H132F8N6O18P3S8 in a non-equilibrium geometry, from OMol25.

## Properties
E_tot (hartree): -8903.4597
HOMO level (eV): -9.1007
Net charge: +1
Relative energy (zero: lowest compared OMol25 entry of this formula, charge and spin) (kcal per mole): 301.1
Multiplicity: 1

The geometry in XYZ format:
```
231
Properties=species:S:1:pos:R:3:forces:R:3
H 8.604 0.028 -2.543 0.22 0.03 -0.50
N 1.802 2.174 3.227 1.72 2.05 -1.04
O 6.736 0.709 5.318 -0.86 -2.12 0.43
C -7.638 -2.048 10.218 -0.20 0.50 0.09
S -0.409 0.300 -1.698 -2.91 3.27 1.25
O 0.488 -4.688 -7.005 0.35 0.44 -0.87
H 1.634 10.765 -7.013 -0.73 0.05 0.22
H 1.017 2.276 3.854 -0.96 -0.18 -0.18
C -1.151 -6.367 -4.953 -0.79 -0.21 -0.22
C 4.378 -7.136 0.796 1.58 1.33 0.26
H 1.783 4.916 -3.976 0.30 -0.52 0.19
H -2.229 7.102 -0.737 -0.27 0.28 -0.26
C 2.844 4.326 4.094 -0.39 0.21 -0.18
H 4.864 6.962 3.889 0.10 -0.41 -0.24
C -11.188 0.243 8.203 -0.04 0.28 0.30
H 2.043 4.673 4.747 -0.63 0.43 -0.41
H -7.449 -3.120 10.174 -0.01 0.02 -0.52
H 3.668 4.988 -2.241 -0.24 0.26 0.31
F 5.491 0.529 7.304 0.59 0.42 0.51
O -0.067 1.409 -2.562 0.15 -0.66 0.78
H -0.429 4.591 -6.276 0.06 0.19 0.93
O -1.851 4.321 5.599 -0.20 -1.56 2.20
C 0.765 8.705 -7.275 -0.44 1.25 0.75
P 1.052 6.363 -5.579 -0.30 1.92 1.65
H -2.608 -3.376 -5.048 0.30 0.57 0.30
C -1.737 6.622 -1.583 1.19 0.90 0.36
C 2.400 5.561 -4.601 -1.04 -0.24 -0.77
H 2.121 8.517 -5.494 -0.42 0.12 0.15
H 7.411 -1.630 -3.948 -0.16 -0.16 -0.13
H 7.994 -1.278 -1.695 0.65 -0.32 0.74
H -9.598 -1.845 9.447 -0.32 0.52 -0.46
C 7.402 -6.751 -4.179 0.05 1.44 -0.69
H -8.304 -2.224 8.278 -0.58 -0.10 -0.30
H 10.114 -10.184 -1.104 0.07 -0.64 -0.03
H -1.877 5.559 -1.384 0.04 -0.11 -0.60
O 5.350 -3.392 5.631 -0.55 1.74 -1.06
P -9.525 0.417 7.491 -1.63 0.86 -1.62
O -3.337 -6.153 0.565 -2.60 0.84 -1.52
H 2.193 5.318 1.530 -0.27 -0.22 0.17
H 6.670 -4.127 -2.928 -0.26 0.42 -0.15
C 1.126 -4.214 -8.218 -0.01 -0.50 -0.04
H 4.092 -6.089 0.693 -0.71 -0.01 0.52
O 2.218 -0.328 -2.714 -2.15 -0.20 0.53
H 9.054 -1.441 -4.474 0.13 -0.63 -0.30
H -0.156 1.875 -6.903 -0.16 -0.03 -0.07
F -1.329 1.038 -0.565 0.26 -0.85 -1.02
H 4.991 7.784 -2.287 0.52 -0.15 -0.24
F 3.948 -2.237 3.962 -0.70 -0.39 0.55
N -2.570 -4.379 -5.162 -0.75 0.07 -0.14
C 8.774 -1.041 -2.418 -0.93 -0.12 -0.47
H 4.803 5.761 5.219 0.11 -0.24 -0.14
C 1.630 4.420 1.784 -0.91 -1.87 1.59
H 8.407 -8.173 -6.461 0.29 -0.16 -0.04
H 2.568 7.586 -6.855 0.25 0.11 -0.32
H 0.657 4.572 2.252 0.05 1.08 0.35
H -10.749 0.081 10.420 -0.08 -0.66 -0.41
F -0.532 3.452 7.419 0.03 0.71 0.60
H -0.503 5.861 -7.321 0.45 0.40 -0.50
H -1.441 5.532 -4.179 -0.22 -0.22 0.45
N -5.143 -5.988 -1.336 -1.17 -3.49 0.18
H -0.175 8.992 -6.803 -0.09 0.00 0.62
H 2.426 9.747 -8.063 0.15 -0.01 -0.58
H -9.113 -2.221 11.843 0.19 -0.73 -0.08
H -10.063 2.647 7.769 -0.44 0.20 -0.31
H 5.187 -7.031 -2.603 0.20 -0.13 0.05
H 1.248 3.868 0.926 0.97 -0.29 -0.44
C 9.687 -6.399 -2.440 -0.36 2.26 0.15
S -4.619 -5.613 0.057 5.39 5.03 3.76
O -3.626 0.607 6.246 0.54 0.77 -0.62
C 5.434 -6.693 -1.597 -1.82 0.07 1.12
C -8.138 -1.785 11.627 -0.17 1.00 0.05
H 0.362 8.135 -8.112 0.76 -0.40 -0.19
H 8.355 -6.918 -7.645 0.11 0.38 0.13
H -6.768 4.555 7.030 0.28 -0.44 -0.23
H 2.186 -4.412 -8.065 -0.17 -0.09 -0.07
C -8.356 -0.558 5.044 -1.93 -2.28 -0.95
H -11.591 2.864 9.490 -0.17 -0.29 -0.49
H -0.684 6.864 -1.435 0.26 -0.18 0.19
P 7.958 -5.993 -2.556 -0.75 0.34 -1.46
H 3.575 -7.661 -0.971 0.18 -0.46 -0.75
O -6.975 -7.467 -0.061 3.07 0.15 -1.21
H 3.954 7.153 -1.132 -0.26 0.11 0.25
H -1.548 -6.596 -3.964 0.54 0.86 0.63
H -7.256 2.147 6.935 0.33 0.11 0.12
H 5.798 -6.887 -7.166 0.01 0.31 -0.48
H 1.675 3.630 -6.924 -0.06 0.10 0.20
C 4.785 6.847 -1.769 -1.67 0.93 0.59
N 4.724 -0.839 5.769 -1.88 -3.91 -4.16
C 6.913 -6.696 -1.286 -0.17 -0.13 -0.45
H -1.468 3.071 -7.275 -0.28 -0.49 0.69
C -9.563 -0.650 6.001 1.42 0.52 1.82
H 7.082 -6.064 -0.414 0.28 -0.60 0.46
H 1.830 4.685 -8.312 0.14 0.75 0.43
H -7.688 5.360 5.039 0.61 -0.14 -0.83
H 7.660 -5.302 -5.842 -0.06 0.00 0.07
O 6.205 -1.976 3.767 -0.36 0.42 1.99
C 4.239 6.246 4.423 -0.66 1.04 0.90
H -1.327 -3.776 -7.270 -0.14 0.60 0.22
H 11.315 -7.464 -1.776 0.42 -0.55 -0.89
C -7.899 4.302 5.198 0.21 0.80 0.81
H 6.355 -6.452 -4.221 -0.18 -0.33 -0.07
H -11.816 0.860 7.560 0.03 0.71 0.14
H 10.337 -8.661 -3.729 -0.48 -0.40 -0.42
C -2.213 7.140 -2.961 -1.56 -1.63 2.20
C -8.426 0.582 4.118 1.84 1.01 -0.72
H 5.053 -5.676 -1.503 -0.13 0.17 -0.12
O -5.610 -5.314 1.030 -0.54 -0.48 0.60
H -2.461 8.201 -2.949 0.49 0.05 -0.18
H -7.408 1.429 2.472 -0.55 0.14 -0.47
S -5.676 -7.457 -0.759 -1.57 -4.93 -1.76
C 8.643 -3.363 -3.466 1.27 -0.04 -0.09
C -11.165 2.112 10.154 -0.05 -0.42 -0.43
C -0.720 2.390 -7.681 0.16 2.22 -0.75
C -11.770 2.398 11.535 1.14 -0.76 -0.07
H -2.020 6.892 -5.037 -0.02 0.16 -0.24
C 9.867 -8.863 -2.766 1.35 -1.75 0.87
H -11.505 3.431 11.760 -0.73 0.05 0.24
H -7.344 -0.857 5.316 -0.11 0.51 0.95
H -3.223 -4.563 -5.910 -0.32 -0.47 -0.36
H 9.817 -1.181 -2.132 -0.25 -0.19 0.50
O 3.601 5.386 3.535 0.27 -1.33 -0.49
C 4.594 -7.606 -0.587 0.19 -0.02 -2.20
H 8.801 -9.081 -2.823 -0.18 0.90 -0.29
H 0.450 6.741 -3.348 0.12 0.92 0.33
H 9.911 -11.069 -2.705 -0.20 0.00 0.38
C -11.361 0.617 9.693 -0.72 1.81 0.28
H -1.285 1.716 -8.323 0.38 -0.12 -0.04
H -0.594 -4.267 -4.785 0.56 -0.06 -0.53
S 5.257 -2.164 4.864 -1.21 -2.50 -1.89
O 6.914 -1.362 6.779 -0.45 1.55 -1.55
C 1.116 4.288 -7.590 -0.64 -0.36 -1.29
O -2.937 3.250 7.627 1.58 -0.37 -2.05
H -10.525 -0.408 5.548 0.14 -0.15 -0.39
H 6.042 -8.269 -6.259 0.10 -0.48 0.00
C 10.372 -10.245 -2.161 0.19 1.62 -0.90
S 1.529 -0.959 -1.584 7.71 -3.75 -1.02
O -1.202 -0.726 -2.331 0.69 0.41 1.03
C 8.440 -1.866 -3.680 -0.48 1.04 0.38
F 2.822 -1.022 -0.633 0.19 -0.53 0.62
H -7.385 -2.068 12.363 -0.25 -0.09 0.08
C 10.253 -7.668 -1.918 -0.12 -0.23 1.01
H 1.041 -3.172 -8.528 -0.43 0.56 1.10
C -0.926 -4.727 -6.919 1.56 1.32 -0.59
H -9.587 -1.648 6.439 -0.34 -0.16 -0.13
S 6.092 -0.358 6.095 5.35 4.94 4.95
H 0.786 2.705 -9.120 0.57 0.61 -0.20
H 1.193 11.381 -9.593 0.40 -0.23 0.16
H 0.279 9.877 -9.718 0.43 -0.29 0.02
N 0.739 -0.138 -0.563 -3.41 1.58 -2.28
C -8.324 -0.123 8.618 1.06 -1.03 1.94
H -12.815 2.101 11.628 -0.13 0.62 -0.24
H -8.362 5.024 7.179 -0.64 -0.33 0.19
C 1.411 10.035 -7.791 0.31 -0.99 -1.02
C 7.851 -7.280 -6.749 1.00 -0.50 0.41
C -7.433 0.455 2.961 0.40 1.31 -0.64
H 10.032 -5.538 -1.867 0.50 0.04 0.23
O -3.593 2.546 4.651 0.87 -1.58 1.56
C -1.456 6.621 -4.145 -1.73 -0.78 -0.96
H -6.708 -1.525 9.996 0.36 -0.21 0.46
S -2.884 1.513 5.410 0.10 -2.62 -3.25
F -6.052 -8.061 -2.179 -0.53 0.37 -0.68
H 3.671 -7.756 1.347 0.22 0.29 0.07
H -0.063 8.165 -4.481 0.34 0.11 0.76
H -7.909 2.969 8.386 0.10 -0.64 0.18
H -12.418 0.458 9.902 0.02 -0.54 0.20
H -7.618 -0.277 2.175 -0.07 -0.26 0.39
C 2.441 3.554 2.836 0.13 0.62 -0.29
N -1.334 1.904 6.038 -4.03 -2.20 -1.88
C 0.244 5.295 -6.765 -0.01 -1.44 -0.50
H -8.376 -0.732 11.780 0.41 0.40 0.02
H 10.037 -7.761 -0.853 -0.87 -0.30 0.09
H -3.165 6.612 -2.905 -0.57 0.40 -1.03
O -4.584 -8.413 -0.443 -2.46 2.38 0.37
F -2.308 0.585 4.168 -0.40 0.56 1.29
H 2.495 1.607 3.693 0.47 -0.26 0.45
C -1.197 -4.903 -5.434 -0.29 -1.16 0.69
H 2.603 7.192 -3.198 -0.06 0.18 -0.11
O 1.175 -2.346 -1.743 -0.45 0.88 -0.17
H -9.788 2.381 6.025 0.07 -0.19 0.01
H 0.790 -4.686 -9.142 -0.16 -0.88 0.23
H 5.368 -7.055 1.245 -0.14 -0.34 0.87
C 7.690 -4.117 -2.542 -0.18 -1.44 -0.52
H 6.410 -8.325 -7.996 0.16 0.02 0.11
H 7.455 -7.827 -4.010 0.04 -0.04 -0.13
C 4.203 5.805 -2.725 0.25 0.25 -1.15
C -8.027 2.819 7.313 0.35 0.68 -0.16
H -8.639 -1.406 4.420 0.30 -0.44 -0.37
H -10.099 2.338 10.185 0.20 0.06 0.08
C 3.227 6.525 -3.793 1.23 -0.48 1.29
F -4.218 -4.126 -0.425 0.51 0.21 -0.05
H 9.938 -6.132 -3.466 0.68 -0.33 -0.22
S -1.881 3.230 6.602 1.54 6.36 1.93
H -7.217 3.600 4.719 0.22 0.42 -0.16
H -0.261 11.152 -8.732 -0.06 0.00 0.42
C 0.650 10.628 -9.022 -0.28 0.16 0.72
H -2.944 -4.801 -4.324 -0.30 -0.16 0.67
H -11.675 -0.705 7.971 0.67 -0.58 0.33
H 9.661 -3.415 -3.080 0.15 -0.26 0.48
C -8.599 -1.576 9.104 1.13 -1.12 -0.23
H 11.446 -10.357 -2.306 0.05 0.07 0.33
H -8.879 4.197 4.733 -0.32 -0.43 0.52
H 8.766 -3.924 -4.392 -0.48 0.21 -0.34
C 6.492 -7.725 -7.090 -2.07 0.15 0.41
H -7.328 -0.068 8.177 0.03 -0.21 -0.40
H -1.903 -6.944 -5.493 0.35 -0.18 -0.87
H 1.681 1.752 2.317 -1.15 -0.69 -0.08
H 3.419 3.344 2.403 -0.15 -0.62 -0.16
H -1.344 -5.416 -7.652 -0.20 -0.86 0.54
H -6.382 0.483 3.251 0.02 -0.93 0.53
H 5.094 -8.573 -0.634 -0.35 -0.37 0.06
H 3.348 3.637 4.772 1.01 0.03 -0.11
H 7.179 -7.751 -1.215 0.59 0.04 0.64
H -0.405 4.015 -9.162 0.03 0.01 -0.01
C -7.765 4.226 6.737 -0.63 -0.52 -0.84
H -9.423 0.737 3.705 -0.10 0.20 0.31
C 0.209 3.397 -8.507 -0.52 -1.71 1.31
H 3.440 6.841 4.867 0.10 0.27 0.56
H 7.611 -3.757 -1.517 0.31 -0.07 0.07
H -11.262 1.796 12.288 0.16 -0.09 0.11
H 3.044 4.977 -5.259 -0.17 -0.24 0.02
H 3.800 7.108 -4.514 0.27 0.25 0.34
C -9.400 2.202 7.027 0.16 -0.12 1.27
H -0.161 -6.815 -5.041 -0.17 0.17 -0.19
H -8.179 0.488 9.509 -0.58 0.55 -0.04
C 8.034 -6.294 -5.588 0.16 -0.52 0.91
H 5.558 6.654 -1.025 0.30 -0.70 -0.67
H -8.018 1.444 4.645 -0.72 0.56 0.03
C -0.092 7.107 -4.220 2.38 -0.77 -1.71
C 1.692 7.921 -6.300 0.09 -0.80 -1.45
H 9.122 -6.254 -5.545 0.10 0.45 0.49
H 5.035 5.292 -3.207 -0.09 0.05 -0.56
```
Positions in Å, forces in eV/Å.